Entry 1:
This record from the Open Molecules 2025 dataset describes 3 unconnected molecules or ions with the total composition C3H13NO3 in a non-equilibrium geometry. The level of theory is ωB97M-V with the def2-TZVPD basis set.

Last column: natural (NBO) charge in e.
Atoms and positions in Å:
C (-0.067, 0.107, 0.314)  -0.05
O (-0.070, 0.829, 1.548)  -0.76
C (0.406, 1.314, -0.793)  -0.07
C (0.687, 0.900, -2.203)  -0.65
N (1.617, 1.910, -0.192)  -0.88
H (-0.986, -0.297, 0.180)  0.18
H (0.851, -0.522, 0.266)  0.15
H (0.827, 1.296, 1.689)  0.50
H (-0.487, 1.956, -0.626)  0.20
H (0.035, 1.497, -2.822)  0.22
H (1.650, 1.013, -2.661)  0.21
H (0.496, -0.087, -2.304)  0.21
H (1.558, 2.931, -0.238)  0.37
H (2.485, 1.608, -0.650)  0.37
H (-2.170, -2.081, -0.315)  0.50
H (-2.973, -1.803, 1.178)  0.51
O (-2.267, -2.273, 0.650)  -0.99
H (-1.080, -2.943, 1.794)  0.48
H (0.022, -2.328, 2.683)  0.47
O (-0.537, -3.027, 2.500)  -0.97

The structure (SMILES) is C[C@H](N)CO.O.O. The molar mass is 111.14 g/mol. As for the energy relative to the best compared isomer or geometry (same formula, charge and spin): 2.239 eV.

***

Entry 2:
This record from the Open Molecules 2025 dataset describes 4 unconnected molecules or ions with the total composition C3H13NO3 in a non-equilibrium geometry. The level of theory is ωB97M-V with the def2-TZVPD basis set.

Last column: natural (NBO) charge in e.
Atoms and positions in Å:
C (-0.872, 0.990, 1.547)  -0.67
C (-0.288, -0.081, 0.742)  0.20
C (0.381, -1.138, 1.292)  -0.55
N (-0.640, 0.060, -0.643)  -0.90
H (-0.342, 1.069, 2.503)  0.23
H (-0.755, 2.004, 1.091)  0.20
H (-1.963, 0.862, 1.586)  0.25
H (0.677, -1.984, 0.676)  0.21
H (0.771, -1.016, 2.272)  0.20
H (-1.108, 0.984, -0.764)  0.38
H (0.058, -0.278, -1.347)  0.43
H (2.248, -0.100, -1.709)  0.51
H (1.090, 0.006, -2.858)  0.47
O (1.483, -0.605, -2.229)  -0.98
H (2.936, 1.679, -0.328)  0.49
H (2.556, 0.328, 0.268)  0.51
O (2.893, 0.773, -0.578)  -0.95
H (-3.633, -1.422, -0.980)  0.46
H (-2.293, -0.900, -0.422)  0.49
O (-3.201, -1.231, -0.118)  -0.98

The structure (SMILES) is C=C(C)N.O.O.O. The molar mass is 111.14 g/mol. As for the energy relative to the best compared isomer or geometry (same formula, charge and spin): 1.120 eV.

***

Entry 3:
This record from the Open Molecules 2025 dataset describes 3 unconnected molecules or ions with the total composition C3H13NO3 in a non-equilibrium geometry. The level of theory is ωB97M-V with the def2-TZVPD basis set.

Last column: Mulliken spin population.
Atoms and positions in Å:
C (-0.356, -1.294, 1.734)  0.04
C (-0.253, -0.482, 0.428)  0.00
C (-0.420, 0.970, 0.823)  0.00
O (-0.076, 1.934, -0.149)  0.01
N (0.193, -2.642, 1.451)  0.83
H (-1.382, -1.298, 2.145)  0.07
H (0.175, -0.919, 2.668)  0.07
H (-1.020, -0.752, -0.300)  0.00
H (0.701, -0.624, -0.089)  -0.01
H (-0.009, 1.184, 1.827)  0.01
H (-1.468, 1.220, 1.101)  0.00
H (0.672, 1.631, -0.684)  0.00
H (0.212, -2.772, 0.437)  -0.01
H (-0.138, -3.482, 1.953)  -0.02
H (-2.235, -0.001, -2.588)  0.00
H (-1.902, 0.830, -1.403)  0.00
O (-2.657, 0.381, -1.807)  0.00
H (4.132, 1.912, -2.474)  0.00
H (2.624, 2.418, -2.320)  0.00
O (3.208, 1.784, -2.754)  0.00

Its multiplicity is 2. The molar mass is 111.14 g/mol. As for the energy relative to the best compared isomer or geometry (same formula, charge and spin): 2.488 eV. The net charge is +1.

***

Entry 4:
This record from the Open Molecules 2025 dataset describes 3 unconnected molecules or ions with the total composition C3H13NO3 in a non-equilibrium geometry. The level of theory is ωB97M-V with the def2-TZVPD basis set.

Last column: Mulliken spin population.
Atoms and positions in Å:
C (-1.564, 0.431, 0.595)  0.05
C (-0.737, -0.905, 0.336)  0.00
C (0.655, -0.915, 1.093)  0.00
O (1.637, -0.183, 0.273)  0.00
N (-2.850, 0.229, -0.242)  0.89
H (-1.048, 1.193, 0.083)  0.00
H (-1.751, 0.532, 1.705)  0.06
H (-0.448, -0.975, -0.733)  0.00
H (-1.348, -1.794, 0.766)  0.00
H (0.972, -1.976, 1.035)  0.00
H (0.556, -0.364, 2.058)  0.00
H (2.436, -0.072, 0.779)  0.00
H (-3.705, 0.765, -0.049)  0.00
H (-3.235, -0.695, 0.141)  -0.01
H (1.381, 2.385, -0.643)  0.00
H (0.616, 1.710, 0.561)  0.00
O (0.650, 2.521, -0.017)  0.00
H (2.352, -0.655, -1.754)  0.00
H (2.464, -0.324, -3.310)  0.00
O (2.967, -0.908, -2.678)  0.00

Its multiplicity is 2. The molar mass is 111.14 g/mol. As for the energy relative to the best compared isomer or geometry (same formula, charge and spin): 4.024 eV. The net charge is +1.

***

Entry 5:
This record from the Open Molecules 2025 dataset describes a molecular structure, C3H13NO4 in a non-equilibrium geometry. The level of theory is ωB97M-V with the def2-TZVPD basis set.

Last column: Mulliken spin population.
Atoms and positions in Å:
C (-1.018, -1.023, 0.670)  -0.03
N (-0.698, -1.502, -0.697)  -0.19
C (0.728, -1.432, -0.995)  0.03
C (1.320, -0.012, -0.950)  0.00
O (-0.073, -1.454, 1.629)  0.46
H (-0.976, 0.097, 0.699)  0.05
H (-2.050, -1.316, 0.888)  0.04
H (1.222, -2.057, -0.254)  -0.01
H (0.853, -1.831, -1.925)  0.00
H (1.279, 0.382, 0.061)  0.01
H (2.304, 0.001, -1.302)  0.01
H (0.718, 0.663, -1.569)  0.00
H (-0.693, 2.010, -0.319)  -0.01
H (0.152, 2.042, 1.000)  -0.03
O (-0.021, 2.607, 0.208)  0.83
H (-1.235, -0.873, -1.299)  0.00
H (-2.155, 1.467, -1.816)  0.02
O (-1.447, 1.006, -1.398)  -0.59
H (0.782, 0.975, 3.148)  -0.01
H (0.295, -0.474, 1.997)  -0.04
O (0.713, 0.724, 2.224)  0.47

Its multiplicity is 2. The molar mass is 127.14 g/mol. As for the energy relative to the best compared isomer or geometry (same formula, charge and spin): 7.782 eV. The net charge is +1.

***

Entry 6:
This record from the Open Molecules 2025 dataset describes 4 unconnected molecules or ions with the total composition C3H13O3S in a non-equilibrium geometry. The level of theory is ωB97M-V with the def2-TZVPD basis set.

Last column: natural (NBO) charge in e.
Atoms and positions in Å:
C (2.100, 0.882, 1.363)  -0.61
C (2.330, 1.063, -0.117)  -0.40
C (1.219, 0.589, -1.079)  -0.53
S (-0.269, 1.596, -1.035)  -0.67
H (1.755, -0.152, 1.513)  0.20
H (3.022, 1.042, 1.926)  0.18
H (1.315, 1.584, 1.681)  0.21
H (3.325, 0.639, -0.387)  0.16
H (2.477, 2.130, -0.275)  0.19
H (1.718, 0.442, -2.058)  0.17
H (0.993, -0.450, -0.801)  0.16
H (-1.203, -2.482, 2.071)  0.47
H (-0.725, -1.847, 0.803)  0.50
O (-0.610, -2.659, 1.335)  -0.97
H (-1.149, 0.727, 0.809)  0.50
H (-0.999, 0.693, 2.353)  0.46
O (-1.304, 0.163, 1.611)  -1.03
H (-1.781, -1.845, -1.891)  0.48
H (-2.100, -2.946, -1.011)  0.47
O (-2.559, -2.348, -1.608)  -0.94

The molar mass is 129.20 g/mol. As for the energy relative to the best compared isomer or geometry (same formula, charge and spin): 0.636 eV. The net charge is -1.

***

Entry 7:
This record from the Open Molecules 2025 dataset describes 4 unconnected molecules or ions with the total composition C3H13O3S in a non-equilibrium geometry. The level of theory is ωB97M-V with the def2-TZVPD basis set.

Last column: natural (NBO) charge in e.
Atoms and positions in Å:
C (0.778, -0.155, 1.946)  -0.62
C (1.527, 0.981, 1.250)  -0.41
C (1.838, 0.683, -0.207)  -0.51
S (2.814, -0.857, -0.506)  -0.70
H (-0.284, -0.193, 1.687)  0.19
H (0.882, -0.117, 3.036)  0.18
H (1.181, -1.132, 1.683)  0.24
H (0.871, 1.864, 1.332)  0.17
H (2.380, 1.301, 1.858)  0.19
H (2.330, 1.506, -0.728)  0.18
H (0.869, 0.616, -0.728)  0.17
H (-4.157, 0.164, -0.314)  0.49
H (-3.983, 1.150, 0.788)  0.47
O (-4.664, 0.660, 0.330)  -0.95
H (1.304, -1.430, -1.958)  0.51
H (0.239, -2.644, -2.239)  0.47
O (0.475, -1.737, -2.398)  -1.04
H (-1.094, -0.883, -1.651)  0.51
H (-1.511, 0.502, -1.826)  0.46
O (-1.796, -0.279, -1.357)  -0.99

The molar mass is 129.20 g/mol. As for the energy relative to the best compared isomer or geometry (same formula, charge and spin): 0.539 eV. The net charge is -1.

***

Entry 8:
This record from the Open Molecules 2025 dataset describes 3 unconnected molecules or ions with the total composition C3H14N2O2 in a non-equilibrium geometry. The level of theory is ωB97M-V with the def2-TZVPD basis set.

Last column: natural (NBO) charge in e.
Atoms and positions in Å:
C (-1.902, -0.931, -1.220)  -0.62
C (-1.100, -0.538, -0.003)  -0.23
N (-0.483, 0.793, -0.264)  -0.64
C (0.469, 1.121, 0.810)  -0.07
N (1.107, 2.401, 0.451)  -0.82
H (-2.186, -1.985, -1.250)  0.22
H (-1.372, -0.724, -2.139)  0.22
H (-2.829, -0.358, -1.304)  0.21
H (-1.769, -0.414, 0.847)  0.18
H (-0.210, -1.136, 0.169)  0.19
H (-1.134, 1.549, -0.194)  0.37
H (1.199, 0.314, 0.920)  0.16
H (-0.001, 1.244, 1.794)  0.16
H (1.933, 2.151, -0.098)  0.37
H (1.621, 2.709, 1.259)  0.35
H (0.899, -1.830, 2.409)  0.47
H (0.739, -2.964, 1.365)  0.47
O (0.996, -2.777, 2.272)  -0.94
H (1.448, 0.566, -2.694)  0.46
H (0.910, 0.590, -1.310)  0.48
O (1.666, 0.219, -1.820)  -0.99

The structure (SMILES) is CCNCN.O.O. The molar mass is 110.16 g/mol. As for the energy relative to the best compared isomer or geometry (same formula, charge and spin): 0.962 eV.

***

Entry 9:
This record from the Open Molecules 2025 dataset describes 3 unconnected molecules or ions with the total composition C3H14N2O2 in a non-equilibrium geometry. The level of theory is ωB97M-V with the def2-TZVPD basis set.

Last column: natural (NBO) charge in e.
Atoms and positions in Å:
N (-1.307, 0.654, -1.904)  -0.87
C (-0.645, 1.554, -0.976)  -0.24
C (0.550, 0.971, -0.181)  -0.22
N (0.365, -0.347, 0.374)  -0.68
C (0.694, -1.486, -0.496)  -0.42
H (-0.711, -0.101, -2.218)  0.36
H (-1.642, 1.121, -2.728)  0.37
H (-0.307, 2.497, -1.415)  0.18
H (-1.362, 1.849, -0.196)  0.18
H (1.445, 1.016, -0.806)  0.19
H (0.708, 1.706, 0.615)  0.20
H (-0.563, -0.434, 0.767)  0.39
H (-0.080, -1.656, -1.235)  0.16
H (1.686, -1.347, -0.875)  0.21
H (0.539, -2.379, 0.112)  0.20
H (2.120, -0.649, 1.547)  0.49
H (2.818, -1.399, 2.634)  0.46
O (3.014, -0.816, 1.892)  -0.96
H (-2.890, -0.956, 1.227)  0.47
H (-2.821, -0.046, -0.026)  0.49
O (-2.614, -0.078, 0.919)  -0.96

The structure (SMILES) is CNCCN.O.O. The molar mass is 110.16 g/mol. As for the energy relative to the best compared isomer or geometry (same formula, charge and spin): 0.923 eV.

***

Entry 10:
This record from the Open Molecules 2025 dataset describes 3 unconnected molecules or ions with the total composition C3H14N2O2 in a non-equilibrium geometry. The level of theory is ωB97M-V with the def2-TZVPD basis set.

Last column: natural (NBO) charge in e.
Atoms and positions in Å:
N (0.567, 1.196, -0.320)  -0.89
C (0.587, -0.075, 0.362)  -0.20
C (-0.324, -1.056, -0.296)  -0.42
C (-0.451, -2.381, 0.456)  -0.22
N (-1.556, -2.427, 1.431)  -0.82
H (0.780, 2.075, 0.103)  0.37
H (0.696, 1.152, -1.319)  0.39
H (1.601, -0.504, 0.390)  0.16
H (0.297, 0.079, 1.401)  0.17
H (-0.054, -1.206, -1.346)  0.20
H (-1.337, -0.644, -0.394)  0.20
H (-0.522, -3.229, -0.224)  0.19
H (0.459, -2.523, 1.030)  0.18
H (-2.273, -1.760, 1.157)  0.35
H (-1.230, -2.073, 2.322)  0.35
H (-1.064, 3.319, 1.427)  0.47
H (-0.448, 2.347, 2.350)  0.46
O (-1.176, 2.980, 2.323)  -0.93
H (1.514, 2.292, -3.742)  0.47
H (2.316, 0.999, -3.802)  0.48
O (1.619, 1.439, -3.310)  -0.95

The structure (SMILES) is NCCCN.O.O. The molar mass is 110.16 g/mol. As for the energy relative to the best compared isomer or geometry (same formula, charge and spin): 1.016 eV.

***

Entry 11:
This record from the Open Molecules 2025 dataset describes 3 unconnected molecules or ions with the total composition C3H14N2O2 in a non-equilibrium geometry. The level of theory is ωB97M-V with the def2-TZVPD basis set.

Last column: natural (NBO) charge in e.
Atoms and positions in Å:
N (0.346, 1.937, -2.706)  -0.84
C (-0.334, 0.720, -2.305)  -0.21
C (0.389, 0.183, -1.061)  -0.40
C (-0.115, -1.042, -0.348)  -0.23
N (0.756, -1.412, 0.837)  -0.83
H (0.130, 2.659, -2.042)  0.35
H (0.097, 2.312, -3.609)  0.36
H (-1.373, 0.912, -2.005)  0.17
H (-0.314, -0.106, -3.014)  0.19
H (0.346, 1.024, -0.346)  0.17
H (1.447, 0.017, -1.308)  0.20
H (-1.134, -0.830, -0.026)  0.21
H (-0.145, -1.885, -1.045)  0.17
H (1.572, -0.828, 0.629)  0.35
H (1.181, -2.276, 0.504)  0.36
H (-0.544, -1.082, 4.400)  0.46
H (0.142, -1.240, 3.027)  0.50
O (0.319, -1.001, 3.975)  -0.96
H (-0.357, 0.893, 1.655)  0.47
H (-1.172, 0.429, 2.869)  0.48
O (-1.237, 0.617, 1.919)  -0.95

The structure (SMILES) is NCCCN.O.O. The molar mass is 110.16 g/mol. As for the energy relative to the best compared isomer or geometry (same formula, charge and spin): 0.983 eV.

***

Entry 12:
This record from the Open Molecules 2025 dataset describes 3 unconnected molecules or ions with the total composition C3H14N2O2S in a non-equilibrium geometry. The level of theory is ωB97M-V with the def2-TZVPD basis set.

Last column: Mulliken spin population.
Atoms and positions in Å:
C (0.365, -2.106, 0.088)  0.00
C (1.621, -1.316, 0.784)  0.66
S (3.273, -1.845, 0.184)  0.06
N (-0.990, -1.510, 0.345)  0.04
C (-1.637, -1.095, -0.958)  -0.04
N (-1.387, 0.335, -1.266)  0.20
H (0.520, -2.230, -0.982)  0.00
H (0.286, -3.037, 0.540)  0.02
H (1.610, -1.315, 1.824)  -0.19
H (1.444, -0.213, 0.481)  -0.17
H (3.431, -0.636, -0.392)  -0.02
H (-0.902, -0.735, 0.930)  0.00
H (-1.277, -1.861, -1.757)  0.01
H (-2.785, -1.243, -0.790)  -0.02
H (-1.685, 1.176, -0.690)  -0.07
H (-0.376, 0.482, -1.399)  0.05
H (-0.232, 1.555, 2.291)  0.17
H (-1.315, 2.631, 2.197)  -0.19
O (-0.744, 2.023, 1.602)  0.19
H (0.928, 3.483, -1.433)  -0.10
H (-0.139, 3.701, -0.332)  0.00
O (-0.009, 3.755, -1.268)  0.39

Its multiplicity is 2. The molar mass is 142.22 g/mol. As for the energy relative to the best compared isomer or geometry (same formula, charge and spin): 1.259 eV. The net charge is -1.